No. 1
Formula: C38H47N4O3PrS3Se2
Source: the OMol25 dataset
Level of theory: ωB97M-V with the def2-TZVPD basis set

Geometry as ORCA input:
```
! wB97M-V def2-TZVPD RIJCOSX def2/J DEFGRID3
* xyz -2 3
Pr -0.20182 -0.74753 -0.51398
C -4.70116 -4.11637 1.34017
S -4.40965 -2.59586 2.31200
C -2.93266 -1.94440 1.54526
S -2.14174 -2.82615 0.23457
N -2.63497 -0.83108 2.14779
N -1.48645 -0.24214 1.61527
C -1.26558 0.94915 2.05214
C 0.07566 1.63373 1.84411
C 0.67326 1.74587 3.24458
C 2.01014 1.76754 3.36218
C 2.84786 1.52996 2.23844
C 2.24702 0.92837 1.17359
N 0.93210 0.78445 0.99776
H -5.45987 -4.66994 1.91367
H -3.76067 -4.68431 1.27605
H -5.07858 -3.89486 0.33524
H -1.99308 1.40424 2.72308
H 0.11029 1.93266 4.13851
H 2.42148 1.87174 4.37853
H 3.91981 1.55922 2.32047
H 2.82822 0.48673 0.34542
O -6.71370 1.53370 -0.73715
C -5.75807 0.55122 -0.97531
C -4.54093 1.06060 -1.81333
C -5.01130 1.14797 -3.27744
O -4.23438 1.92919 -4.14645
C -3.45885 -0.00759 -1.63088
Se -1.81505 0.14772 -2.77779
C -4.09348 2.42413 -1.28865
Se -3.88390 2.55600 0.64816
H -6.35543 2.11969 -0.04557
H -6.26328 -0.24941 -1.52606
H -5.35997 0.13404 -0.05649
H -6.00798 1.58102 -3.38321
H -5.08419 0.09308 -3.65266
H -3.32732 1.63725 -4.09351
H -3.88965 -0.99155 -1.83822
H -3.16571 0.05014 -0.57258
H -4.84810 3.17955 -1.60485
H -3.17724 2.68494 -1.81062
C 7.16213 -4.73292 -0.49005
C 5.86583 -4.27612 0.10226
C 4.63971 -4.68197 -0.47218
C 3.42952 -4.23436 0.01602
C 2.18302 -4.75562 -0.57439
C 3.45318 -3.24564 1.03421
C 2.23423 -2.50850 1.35454
O 1.19619 -2.64088 0.75569
C 4.64289 -2.84320 1.65150
C 4.65845 -1.83725 2.79883
C 5.83830 -3.41233 1.21408
H 7.04533 -5.71990 -0.97163
H 7.94405 -4.88532 0.27866
H 7.54266 -4.02685 -1.19878
H 4.65250 -5.36831 -1.28777
H 2.41739 -5.63413 -1.19790
H 1.74720 -3.95334 -1.19720
H 1.45555 -5.00584 0.16190
H 2.29789 -1.77567 2.17250
H 4.34158 -0.84197 2.47085
H 5.65451 -1.77754 3.20410
H 3.95971 -2.17634 3.58795
H 6.76105 -3.10551 1.65859
S 2.26044 -1.19190 -1.97426
C 1.51035 -2.10785 -3.32151
C 2.00458 -2.03650 -4.60940
C 1.43847 -2.72350 -5.66839
C 0.32071 -3.51356 -5.46356
C -0.20984 -3.60836 -4.17836
C 0.39954 -2.94724 -3.13520
H 2.82094 -1.39214 -4.87565
H 1.86138 -2.66828 -6.65278
H -0.14223 -3.99463 -6.31326
H -1.06964 -4.23183 -4.01100
H -0.04124 -3.09742 -2.10887
C -1.56832 4.60764 3.42979
N -0.43149 5.49376 3.24327
C -0.88477 6.58505 2.41292
C 0.75988 4.79335 2.71066
C 0.53243 4.20415 1.31561
C 0.73147 5.12775 0.26197
C 0.39514 4.85498 -1.04657
C -0.30157 3.67963 -1.29971
C -0.48337 2.76182 -0.28766
C -0.01881 2.96016 1.00398
H -2.38419 5.10605 3.93659
H -1.29917 3.72253 4.04512
H -1.97065 4.25040 2.48335
H -1.70216 7.10666 2.92856
H -1.26135 6.24015 1.42806
H -0.05217 7.28848 2.26846
H 1.12440 4.05229 3.43530
H 1.55479 5.54320 2.60946
H 1.18602 6.07757 0.52398
H 0.59904 5.59391 -1.81018
H -0.71917 3.39688 -2.26204
H -1.09340 1.88362 -0.53272
*
```

LUMO (spin up / spin down) ... 3.56 / 3.56 eV
HOMO level (spin up / spin down) ... -1.14 / -1.14 eV

***

No. 2
Formula: C38H47N5O2SSeSiTa
Source: the OMol25 dataset
Level of theory: ωB97M-V with the def2-TZVPD basis set

Geometry as ORCA input:
```
! wB97M-V def2-TZVPD RIJCOSX def2/J DEFGRID3
* xyz 3 1
Ta 0.06821 0.01659 -0.43460
C -0.39621 -0.08679 -4.03022
N -0.78491 -0.94172 -2.91014
C -2.23857 -1.00897 -2.78193
C -2.61376 -1.93177 -1.66856
C -3.78334 -2.67144 -1.71453
C -4.09381 -3.51153 -0.65782
C -3.21135 -3.59847 0.40634
C -2.06040 -2.83448 0.36517
N -1.75905 -2.01237 -0.64479
C -0.24757 -2.27562 -3.18490
C 1.16678 -2.35577 -2.75846
C 2.08470 -3.13144 -3.44458
C 3.36423 -3.27114 -2.93960
C 3.68502 -2.61868 -1.75855
C 2.71765 -1.85266 -1.14339
N 1.47202 -1.71264 -1.62934
C -0.61258 1.35419 -3.75010
C -0.84427 2.26625 -4.77047
C -0.96651 3.60557 -4.45417
C -0.87416 3.98769 -3.12047
C -0.64958 3.01197 -2.17098
N -0.50841 1.71287 -2.48013
H -0.92598 -0.37524 -4.94433
H 0.67082 -0.24458 -4.21839
H -2.70654 -1.35077 -3.71299
H -2.60975 -0.00447 -2.57269
H -4.43773 -2.60028 -2.57469
H -5.00224 -4.10069 -0.67332
H -3.40491 -4.24867 1.24865
H -1.33269 -2.89715 1.15623
H -0.34595 -2.54077 -4.24110
H -0.80818 -3.01591 -2.61850
H 1.79074 -3.63220 -4.35834
H 4.09601 -3.87760 -3.45758
H 4.67084 -2.69326 -1.32185
H 2.94036 -1.33246 -0.22518
H -0.91457 1.92923 -5.79748
H -1.13055 4.34120 -5.23126
H -0.97077 5.02418 -2.82576
H -0.60353 3.25751 -1.11783
N 1.89277 3.37620 1.85618
C 1.51897 2.48091 0.95268
O 0.66662 1.60826 1.22720
C 2.08834 2.52546 -0.41350
C 1.87015 1.17397 -1.05189
H 1.48095 3.36659 2.77712
H 2.56405 4.09476 1.64185
H 3.14594 2.79873 -0.38695
H 1.57358 3.31685 -0.96310
H 2.66839 0.49837 -0.72408
H 1.93516 1.25399 -2.13691
C -5.21051 0.92250 1.27703
Si -4.53428 1.93357 -0.08502
C -4.92220 1.39571 -1.78743
C -4.10863 3.69061 0.14285
Se -2.02272 0.96504 0.07076
H -6.01565 1.46512 1.78344
H -4.44544 0.69013 2.01798
H -5.61987 -0.01057 0.88957
H -5.90389 1.79289 -2.07494
H -4.97153 0.30778 -1.85647
H -4.19117 1.77498 -2.50453
H -5.00199 4.26094 0.41944
H -3.71397 4.10552 -0.78526
H -3.36700 3.82112 0.93175
O 0.77523 -1.10637 1.12815
S 1.00148 -2.39434 1.97270
C 2.63076 -2.24259 2.80896
C 3.58631 -1.23081 2.24901
C 4.67996 -1.65114 1.49786
C 5.61216 -0.73206 1.03774
C 5.47171 0.61251 1.35907
C 4.38976 1.03259 2.12598
C 3.43592 0.12038 2.55525
C -0.08191 -2.16867 3.42951
C 0.15306 -0.91397 4.21372
C -0.39679 0.28985 3.78723
C -0.18347 1.45002 4.51822
C 0.59886 1.42086 5.66496
C 1.14431 0.21915 6.10140
C 0.91643 -0.94359 5.38240
H 3.04033 -3.25069 2.73405
H 2.39966 -2.00856 3.84504
H 4.82227 -2.70912 1.30233
H 6.46682 -1.06785 0.46345
H 6.22291 1.32488 1.04260
H 4.31513 2.07044 2.42723
H 2.59637 0.44973 3.16163
H 0.09525 -3.07304 4.01858
H -1.08927 -2.20322 3.01510
H -1.01036 0.32194 2.89517
H -0.65467 2.37260 4.19959
H 0.76420 2.32536 6.23639
H 1.72841 0.18343 7.01133
H 1.30359 -1.88485 5.76018
*
```

LUMO ... -8.37 eV
HOMO level ... -16.11 eV

***

Computed E, in the same sequence as the records: -229541.3392; -137305.6523 eV.
Computed energy above the lowest of the compared OMol25 structures with the same formula, charge and spin, in the same sequence as the records: 1.3; 182.3 kJ/mol.